CH6N6O2 | wB97M-V/def2-TZVPD

The geometry in XYZ format:
```
15
Properties=species:S:1:pos:R:3:nbo_charge:R:1
N 1.94002 0.40496 -0.06888 0.629
N -0.75366 0.88197 -0.35849 -0.469
C -0.81844 -0.39305 -0.74159 -0.069
O 2.50109 1.08967 0.71975 -0.363
N 0.06541 -2.45379 0.49792 -0.416
N -1.19231 1.21316 0.91904 -0.674
H -1.57022 2.08436 1.15682 0.375
N 0.27711 -1.24651 0.12502 0.142
H -1.66068 -0.82686 -0.34009 0.201
H -0.42886 -0.47277 -1.70322 0.241
H -0.79963 -2.79239 0.14985 0.320
H -0.29369 1.15549 1.42002 0.357
N 1.35607 -0.72115 0.50707 -0.246
H -0.56155 1.59197 -1.03140 0.389
O 1.93934 0.48492 -1.25182 -0.418
```

Results
- calculated total energy (eV) = -14161.8157
- energy relative to the best compared isomer or geometry (same formula, charge and spin) (kcal/mol) = 102.5